Record 1
The following is a quantum chemistry calculation of a cluster of 7 separate species, C32H61Br12INO7PS2 in total, from the Open Molecules 2025 dataset.

Output
Kohn-Sham gap	8.8	eV
spin multiplicity	1
SMILES	CC(C)C[C@H](C)CO[C@](CCCI)(OC(=O)CCCSC(=S)N1CCOCC1)P(=O)(O)O.BrCCBr.BrCCBr.BrCCBr.BrCCBr.BrCCBr.BrCCBr

Cartesian coordinates (Å):
C -3.14 -4.79 -0.94
C -3.35 -3.60 -1.90
C -3.11 -4.11 -3.34
C -2.40 -2.43 -1.53
C -3.04 -1.05 -1.64
C -3.87 -0.89 -2.94
C -2.02 0.13 -1.53
O -0.63 -0.25 -1.62
C 0.07 0.37 -2.65
C -0.41 -0.17 -4.00
C 0.29 0.42 -5.23
C 0.33 -0.65 -6.33
I 0.39 0.18 -8.29
O 1.44 -0.06 -2.58
C 2.27 0.47 -1.60
O 2.03 0.51 -0.43
C 3.59 1.02 -2.10
C 4.05 0.67 -3.53
C 5.12 -0.43 -3.66
S 4.97 -1.82 -2.54
C 3.68 -2.78 -3.24
S 3.10 -2.53 -4.76
N 3.29 -3.76 -2.35
C 2.55 -4.86 -2.97
C 1.03 -4.60 -3.07
O 0.71 -3.32 -2.56
C 1.11 -3.30 -1.21
C 2.64 -3.23 -1.13
P -0.03 2.24 -2.51
O -0.17 2.72 -1.13
O 1.22 2.86 -3.29
O -1.29 2.72 -3.39
H -2.37 -5.48 -1.30
H -4.07 -5.37 -0.90
H -2.95 -4.46 0.08
H -4.41 -3.32 -1.78
H -3.20 -5.19 -3.39
H -3.83 -3.67 -4.03
H -2.11 -3.83 -3.65
H -2.13 -2.56 -0.48
H -1.48 -2.49 -2.12
H -3.73 -0.94 -0.81
H -4.86 -1.31 -2.77
H -4.02 0.16 -3.20
H -3.44 -1.47 -3.76
H -2.29 0.86 -2.30
H -2.13 0.62 -0.56
H -1.48 -0.03 -4.11
H -0.16 -1.24 -3.95
H -0.29 1.28 -5.59
H 1.32 0.69 -5.01
H 1.25 -1.22 -6.21
H -0.50 -1.33 -6.26
H 3.50 2.10 -2.04
H 4.35 0.74 -1.38
H 4.53 1.57 -3.93
H 3.22 0.44 -4.20
H 5.08 -0.82 -4.67
H 6.11 0.00 -3.52
H 2.99 -5.09 -3.93
H 2.71 -5.74 -2.34
H 0.52 -5.35 -2.45
H 0.66 -4.68 -4.09
H 0.77 -4.21 -0.69
H 0.67 -2.44 -0.72
H 3.00 -3.76 -0.25
H 2.94 -2.19 -0.99
H 1.74 2.20 -3.77
H -1.01 2.95 -4.28
Br -7.01 -2.82 -1.47
C -7.69 -4.49 -0.73
C -7.87 -4.43 0.76
Br -6.18 -4.53 1.70
H -6.99 -5.27 -1.03
H -8.65 -4.65 -1.22
H -8.45 -5.28 1.11
H -8.35 -3.50 1.08
Br 3.77 3.21 2.24
C 1.95 2.63 1.84
C 0.95 3.37 2.68
Br 0.94 2.73 4.52
H 1.92 1.56 2.01
H 1.80 2.83 0.78
H -0.06 3.21 2.31
H 1.16 4.44 2.72
Br -2.53 4.92 2.03
C -2.21 6.53 3.07
C -1.32 6.29 4.25
Br -2.26 5.37 5.69
H -3.19 6.91 3.36
H -1.74 7.23 2.38
H -0.98 7.23 4.67
H -0.45 5.68 4.01
Br 6.51 3.77 8.42
C 5.06 4.01 7.14
C 5.32 3.27 5.85
Br 6.63 4.18 4.74
H 4.95 5.08 6.99
H 4.17 3.62 7.63
H 4.41 3.23 5.25
H 5.69 2.27 6.02
Br 2.68 5.64 9.88
C 1.05 5.86 8.84
C 1.14 5.15 7.51
Br 2.26 6.13 6.26
H 0.89 6.93 8.73
H 0.26 5.43 9.44
H 0.16 5.09 7.04
H 1.56 4.16 7.60
Br -2.59 -0.95 3.15
C -1.20 -2.21 3.66
C 0.10 -1.51 3.90
Br 0.95 -0.99 2.23
H -1.14 -2.95 2.86
H -1.56 -2.69 4.57
H 0.81 -2.18 4.39
H -0.02 -0.61 4.49

Record 2
The following is a quantum chemistry calculation of a structure of composition C5H18FN6O4Tl, from the Open Molecules 2025 dataset.

Output
Kohn-Sham gap (spin up / spin down)	4.3 / 3.7	eV
charge	+3
spin multiplicity	2

Cartesian coordinates (Å):
Tl -1.87 0.69 -3.86
F -0.09 -0.25 -1.65
C 1.87 2.24 1.77
C 1.86 1.27 0.58
O 0.87 1.83 -0.34
H 2.03 3.26 1.44
H 2.56 1.97 2.57
H 0.94 2.41 2.31
H 1.64 0.22 0.77
H 2.84 1.37 0.10
H 0.38 1.08 -0.69
C -2.77 1.66 0.00
O -2.51 1.26 -1.14
N -3.24 2.90 0.19
N -2.43 1.10 1.17
H -3.04 3.25 1.11
H -3.69 3.41 -0.55
H -2.29 0.10 1.20
H -2.56 1.53 2.07
C -1.85 -2.54 0.60
O -2.74 -3.17 1.15
N -1.58 -2.50 -0.69
N -1.10 -1.59 1.16
H -0.75 -1.98 -0.94
H -1.98 -3.20 -1.30
H -0.53 -0.90 0.71
H -1.16 -1.67 2.17
C 3.10 -1.99 -1.03
O 4.05 -2.74 -0.99
N 1.89 -2.31 -0.79
N 3.12 -0.85 -1.63
H 1.22 -1.67 -1.19
H 1.72 -3.21 -0.36
H 3.91 -0.54 -2.18
H 2.19 -0.45 -1.72

Record 3
The following is a quantum chemistry calculation of a cluster of 2 separate species, H3PS3 in total, from the Open Molecules 2025 dataset.

Output
Kohn-Sham gap	7.5	eV
spin multiplicity	1
SMILES	S=PS.S

Cartesian coordinates (Å):
S 1.33 1.63 -0.32
P 0.45 1.50 1.40
S -1.26 0.41 0.97
H -1.58 0.08 2.28
S 0.48 -1.03 -1.95
H -0.12 -0.39 -0.99
H 0.70 -2.20 -1.37

Number 1: DFT total energy -929568.8343 eV. Number 2: DFT total energy -29984.2427 eV. Number 3: DFT total energy -41842.9991 eV.